1.
C41H67I2N10OS | ωB97M-V/def2-TZVPD

- LUMO energy (eV) = -3.52
- HOMO-LUMO gap (eV) = 8.0
- net charge = +1

Last column: Mulliken charge in e.
Element x y z (Å)
C 3.4731 -1.4750 -3.0974  -1.547
C 2.1996 -1.2317 -3.9114  -0.305
N 1.7844 0.1780 -3.8728  0.575
C 0.6436 0.4391 -4.7830  -0.915
C -0.6242 -0.4014 -4.5359  -1.172
C -1.7582 0.3369 -3.8707  0.440
C -2.8447 0.7884 -4.6041  0.605
C -2.9021 0.5845 -6.0993  -1.164
C -3.1851 -0.8696 -6.4514  0.039
N -4.1465 -1.5562 -6.0087  -0.666
C -3.8766 1.4319 -3.9179  0.416
I -5.6078 2.1333 -4.8206  0.179
C -3.8047 1.6268 -2.5450  -0.180
C -2.7110 1.1674 -1.8655  -0.422
I -2.6805 1.4677 0.1916  0.269
N -1.7102 0.5363 -2.5206  -0.146
S -0.3394 -0.0262 -1.5025  0.058
C 2.8591 0.9864 -4.4058  0.684
C 3.0522 2.3428 -3.7903  -1.435
O 3.5437 0.6149 -5.3290  -0.517
H 3.4379 -0.8673 -2.1920  0.334
H 3.4707 -2.5154 -2.7727  0.440
H 4.3682 -1.2854 -3.6812  0.371
H 1.4258 -1.8650 -3.4731  0.515
H 2.3300 -1.5983 -4.9369  0.269
H 0.9993 0.3639 -5.8113  -0.030
H 0.3695 1.4887 -4.6361  0.600
H -0.9892 -0.7011 -5.5135  -0.019
H -0.4450 -1.3252 -3.9910  0.780
H -3.6749 1.2122 -6.5385  0.716
H -1.9634 0.9168 -6.5419  -0.277
H -2.4690 -1.3468 -7.1210  0.486
H -4.7309 -0.9843 -5.3924  0.277
H -4.6133 2.1084 -2.0113  0.384
H -0.4054 -1.3369 -1.7601  0.075
H 4.0969 2.6340 -3.8364  0.479
H 2.6280 2.4031 -2.7921  0.282
H 2.5050 3.0534 -4.4199  0.297
C 1.2032 -2.9048 3.6200  -1.089
C 0.7806 -3.7904 2.4553  -0.242
C 1.3680 -3.3261 1.1136  -0.540
C 0.9244 -1.9726 0.7943  0.313
N 0.5497 -0.9122 0.5493  -0.454
H 0.8416 -1.8820 3.4985  0.359
H 0.7940 -3.2852 4.5553  0.241
H 2.2898 -2.8758 3.7154  0.314
H -0.3090 -3.8101 2.3879  0.303
H 1.1078 -4.8148 2.6377  0.225
H 1.0569 -3.9900 0.3052  0.336
H 2.4587 -3.3293 1.1512  0.320
C -0.5225 -6.8316 6.3008  -0.902
C -0.1382 -7.5603 5.0205  -0.259
C 1.2546 -8.1952 5.1122  -0.438
C 2.2722 -7.1710 5.3469  0.299
N 3.0642 -6.3585 5.5204  -0.491
H 0.1587 -6.0064 6.5084  0.047
H -1.5218 -6.4061 6.2143  0.338
H -0.5175 -7.5051 7.1597  0.352
H -0.1615 -6.8614 4.1811  0.130
H -0.8713 -8.3387 4.8043  0.320
H 1.5032 -8.7184 4.1881  0.293
H 1.2954 -8.9191 5.9273  0.313
C 1.5556 0.6567 -10.9070  -1.185
C 2.5152 1.2316 -9.8719  -0.663
C 2.1636 0.8207 -8.4351  -0.165
C 0.8297 1.2919 -8.0638  0.417
N -0.2190 1.6665 -7.7822  -0.582
H 0.5391 1.0232 -10.7557  0.359
H 1.8603 0.9462 -11.9116  0.358
H 1.5360 -0.4338 -10.8629  0.291
H 2.5203 2.3202 -9.9458  0.338
H 3.5290 0.8923 -10.0862  0.370
H 2.8822 1.2381 -7.7289  0.250
H 2.1861 -0.2658 -8.3318  0.320
C 1.0274 2.1451 1.9022  -0.970
C 1.1890 3.6355 1.6246  -0.094
C 2.6515 4.0418 1.4053  -0.268
C 3.4712 3.7517 2.5826  0.160
N 4.1094 3.5159 3.5063  -0.503
H 1.5396 1.8533 2.8208  0.388
H -0.0266 1.8933 2.0210  0.193
H 1.4255 1.5439 1.0837  0.108
H 0.7733 4.2095 2.4516  0.025
H 0.6166 3.9058 0.7348  0.310
H 2.7230 5.1095 1.1936  0.388
H 3.0736 3.5007 0.5560  0.225
C 2.8303 8.2436 5.7433  -1.174
C 2.4380 6.8464 6.2087  -0.568
C 2.2454 5.8639 5.0454  -0.209
C 1.1831 6.3196 4.1497  0.327
N 0.3524 6.6763 3.4411  -0.547
H 2.0502 8.6913 5.1260  0.367
H 2.9881 8.9004 6.5981  0.344
H 3.7541 8.2192 5.1624  0.294
H 1.5175 6.9045 6.7923  0.314
H 3.2122 6.4524 6.8682  0.337
H 1.9814 4.8743 5.4192  0.322
H 3.1648 5.7661 4.4700  0.193
C -10.3922 2.3247 -0.8948  -1.158
C -9.7215 1.6701 -2.0964  -0.405
C -8.3884 0.9983 -1.7412  -0.221
C -7.4281 1.9678 -1.2147  0.247
N -6.6673 2.7337 -0.8220  -0.483
H -9.7770 3.1254 -0.4822  0.349
H -11.3473 2.7615 -1.1830  0.338
H -10.5800 1.5964 -0.1041  0.304
H -9.5543 2.4198 -2.8723  0.261
H -10.3862 0.9157 -2.5191  0.324
H -7.9491 0.5300 -2.6236  0.179
H -8.5411 0.2220 -0.9896  0.317
C 3.3136 -2.0261 9.0244  -1.165
C 3.0642 -3.3970 9.6414  -0.531
C 2.4252 -4.3857 8.6561  -0.148
C 1.1264 -3.8870 8.2004  0.253
N 0.1119 -3.4729 7.8597  -0.565
H 2.3799 -1.5523 8.7184  0.362
H 3.7955 -1.3654 9.7444  0.343
H 3.9622 -2.1013 8.1495  0.296
H 2.4213 -3.2891 10.5166  0.315
H 4.0096 -3.8165 9.9881  0.323
H 2.2792 -5.3579 9.1278  0.306
H 3.0683 -4.5303 7.7861  0.230



2.
C3H12N4O2 | ωB97M-V/def2-TZVPD

- LUMO energy (alpha / beta) (eV) = 0.30 / 0.30
- HOMO-LUMO gap (alpha / beta) (eV) = 8.3 / 8.3

Last column: Mulliken charge in e.
Element x y z (Å)
C 1.5206 -0.8202 1.2151  -0.982
N 0.2893 -0.6276 0.4440  -0.133
C -0.5878 -1.7995 0.4815  -0.975
C 0.7307 -0.1713 -1.1953  0.195
O 1.6534 -0.8343 -1.6376  -0.664
O -0.5027 -0.1169 -1.8393  -0.418
H 2.0956 0.1020 1.2067  0.308
H 2.1122 -1.6066 0.7466  0.372
H 1.2873 -1.0950 2.2463  0.379
H -0.2274 0.2685 0.8131  0.442
H -0.7961 -2.0938 1.5137  0.368
H -0.0910 -2.6201 -0.0400  0.356
H -1.5244 -1.5688 -0.0202  0.294
H 0.8935 1.0283 -0.8062  0.304
H -0.4356 -0.6846 -2.6194  0.270
H 0.1858 2.8838 -0.7484  0.292
N 0.3991 2.2663 0.0531  -0.444
N -0.6533 1.8891 0.6652  -0.035
N -1.8512 2.0900 -0.0052  -0.465
H -1.8642 1.7969 -0.9837  0.255
H -2.6338 1.7140 0.5102  0.283



3.
C13H16N4O4S | ωB97M-V/def2-TZVPD

- LUMO energy (eV) = -0.79
- HOMO-LUMO gap (eV) = 8.1

Last column: Mulliken charge in e.
Element x y z (Å)
C 0.9961 2.0407 1.9335  -1.396
C 1.0332 2.7777 0.5977  1.342
C 0.9030 4.2826 0.8220  -1.714
C 2.3378 2.4886 -0.1743  -1.069
C 2.3417 1.0789 -0.7036  0.571
O 1.8448 0.7704 -1.7659  -0.633
N 2.9434 0.1710 0.1345  -0.036
C 3.1146 -1.1914 -0.0128  0.120
S 4.3890 -1.9217 0.7175  -0.394
N 2.2702 -1.9129 -0.7904  -0.233
N 0.9554 -1.5580 -1.0574  -0.152
C 0.1475 -1.1220 -0.0447  0.177
O 0.4600 -1.2119 1.1219  -0.629
C -1.1634 -0.5694 -0.4957  1.107
C -1.2796 0.2681 -1.6039  -0.568
C -2.5120 0.8002 -1.9509  -0.918
C -3.6376 0.5000 -1.2063  -0.428
C -3.5115 -0.3263 -0.0961  -0.162
N -4.6850 -0.6368 0.6920  1.032
O -5.7210 -0.0873 0.3882  -0.618
O -4.5576 -1.4264 1.5997  -0.600
C -2.2843 -0.8543 0.2740  -0.429
H 0.0841 2.2942 2.4685  0.412
H 1.0119 0.9618 1.8045  0.280
H 1.8416 2.3326 2.5535  0.329
H 0.1910 2.4409 -0.0180  -0.144
H -0.0186 4.5041 1.3540  0.411
H 1.7373 4.6511 1.4147  0.368
H 0.8886 4.8180 -0.1244  0.427
H 2.3904 3.1592 -1.0338  0.410
H 3.1955 2.6734 0.4731  0.403
H 3.4710 0.5405 0.9160  0.279
H 2.4564 -2.9116 -0.7678  0.255
H 0.7801 -1.2428 -2.0049  0.334
H -0.4034 0.5427 -2.1727  0.377
H -2.5918 1.4535 -2.8057  0.427
H -4.6084 0.8972 -1.4608  0.500
H -2.2014 -1.4781 1.1514  0.560



4.
C2H3F2O2S | ωB97M-V/def2-TZVPD

- LUMO energy (alpha / beta) (eV) = 4.18 / 3.04
- <S²> = 2.013
- HOMO-LUMO gap (alpha / beta) (eV) = 7.3 / 7.1
- 2S+1 = 3
- net charge = -1

Last column: Mulliken spin population.
Element x y z (Å)
C 2.4352 0.1278 -0.0755  0.866
C -0.9498 -0.7961 0.2090  0.596
O -2.0275 1.1021 -1.3584  0.057
O -1.9818 1.4877 1.0713  0.059
F -1.2036 -1.7446 -0.7045  0.031
F -1.1268 -1.4297 1.4086  0.025
S -2.1905 0.5262 -0.0236  0.247
H 1.5722 -0.4388 0.2541  0.010
H 2.6176 1.0594 0.2340  0.055
H 2.8550 0.1060 -1.0150  0.054



5.
C5H10O2 | ωB97M-V/def2-TZVPD

- LUMO energy (eV) = 0.94
- HOMO-LUMO gap (eV) = 10.8

Last column: Mulliken charge in e.
Element x y z (Å)
O -0.2692 -1.7849 -1.0589  -0.545
C -0.6414 -0.4895 -1.4781  -0.705
C -0.1891 0.6333 -0.5373  0.220
C -0.7811 0.5158 0.8736  -0.706
C 0.1697 -0.4727 1.5647  -0.465
O 1.3764 -0.4868 0.7875  -0.483
C 1.2993 0.5375 -0.2015  -0.695
H 0.6094 -1.7325 -0.6528  0.380
H -0.2638 -0.2821 -2.4932  0.298
H -1.7368 -0.4886 -1.5354  0.372
H -0.4334 1.5951 -1.0029  0.400
H -0.7508 1.4930 1.3693  0.311
H -1.8191 0.1712 0.8718  0.339
H 0.3983 -0.1834 2.5972  0.338
H -0.2335 -1.4894 1.5599  0.281
H 1.6799 1.4925 0.1939  0.342
H 1.9343 0.2322 -1.0411  0.317



6.
CH7O2 | ωB97M-V/def2-TZVPD

- LUMO energy (eV) = -3.90
- HOMO-LUMO gap (eV) = 13.6
- net charge = +1

Last column: Mulliken charge in e.
Element x y z (Å)
O 1.7314 1.0241 0.1725  -0.650
H 2.5305 1.3961 0.5756  0.331
H 1.9654 0.8287 -0.7413  0.330
H 0.2672 0.5397 0.2637  0.463
C -1.0849 -1.0297 -0.2931  -0.473
O -0.6340 0.1515 0.4954  -0.299
H -0.9879 -0.7514 -1.3349  0.314
H -2.1482 -1.1138 -0.0735  0.317
H -0.4516 -1.8528 -0.0140  0.244
H -1.1881 0.8076 0.9496  0.423



Repeat the third record exactly.
C13H16N4O4S | ωB97M-V/def2-TZVPD

- LUMO energy (eV) = -0.79
- HOMO-LUMO gap (eV) = 8.1

Last column: Mulliken charge in e.
Element x y z (Å)
C 0.9961 2.0407 1.9335  -1.396
C 1.0332 2.7777 0.5977  1.342
C 0.9030 4.2826 0.8220  -1.714
C 2.3378 2.4886 -0.1743  -1.069
C 2.3417 1.0789 -0.7036  0.571
O 1.8448 0.7704 -1.7659  -0.633
N 2.9434 0.1710 0.1345  -0.036
C 3.1146 -1.1914 -0.0128  0.120
S 4.3890 -1.9217 0.7175  -0.394
N 2.2702 -1.9129 -0.7904  -0.233
N 0.9554 -1.5580 -1.0574  -0.152
C 0.1475 -1.1220 -0.0447  0.177
O 0.4600 -1.2119 1.1219  -0.629
C -1.1634 -0.5694 -0.4957  1.107
C -1.2796 0.2681 -1.6039  -0.568
C -2.5120 0.8002 -1.9509  -0.918
C -3.6376 0.5000 -1.2063  -0.428
C -3.5115 -0.3263 -0.0961  -0.162
N -4.6850 -0.6368 0.6920  1.032
O -5.7210 -0.0873 0.3882  -0.618
O -4.5576 -1.4264 1.5997  -0.600
C -2.2843 -0.8543 0.2740  -0.429
H 0.0841 2.2942 2.4685  0.412
H 1.0119 0.9618 1.8045  0.280
H 1.8416 2.3326 2.5535  0.329
H 0.1910 2.4409 -0.0180  -0.144
H -0.0186 4.5041 1.3540  0.411
H 1.7373 4.6511 1.4147  0.368
H 0.8886 4.8180 -0.1244  0.427
H 2.3904 3.1592 -1.0338  0.410
H 3.1955 2.6734 0.4731  0.403
H 3.4710 0.5405 0.9160  0.279
H 2.4564 -2.9116 -0.7678  0.255
H 0.7801 -1.2428 -2.0049  0.334
H -0.4034 0.5427 -2.1727  0.377
H -2.5918 1.4535 -2.8057  0.427
H -4.6084 0.8972 -1.4608  0.500
H -2.2014 -1.4781 1.1514  0.560



- Number 4 is which compound?
  C2H3F2O2S